{
  "formula": "C31H38MnN4",
  "method": "ωB97M-V with the def2-TZVPD basis set",
  "elements": ["Mn", "N", "N", "C", "C", "C", "C", "H", "H", "H", "C", "C", "H", "H", "H", "C", "C", "H", "H", "H", "C", "H", "H", "H", "C", "H", "H", "H", "C", "H", "C", "H", "C", "H", "C", "H", "C", "C", "H", "C", "C", "H", "C", "H", "N", "C", "C", "C", "H", "C", "C", "H", "H", "H", "C", "H", "C", "C", "H", "H", "H", "C", "H", "H", "H", "C", "C", "C", "N", "H", "H", "H", "H", "H"],
  "positions_angstrom": [[-0.04294, -0.25118, -0.06826], [0.46977, -2.74300, 3.36385], [-0.37342, -2.67156, -1.77252], [0.66376, 1.69986, -0.64058], [1.72633, 0.76333, -0.32566], [1.56572, 0.38351, 1.06672], [2.51023, -0.40649, 1.92651], [3.34311, -0.80006, 1.33421], [1.98702, -1.27603, 2.40792], [2.90156, 0.20388, 2.74226], [0.39437, 1.03945, 1.58017], [-0.10911, 0.94280, 2.98652], [0.52053, 1.52762, 3.67807], [-0.12541, -0.09908, 3.35632], [-1.13137, 1.33737, 3.05346], [-0.16405, 1.84221, 0.52786], [-1.27366, 2.81644, 0.72675], [-2.08194, 2.37371, 1.32869], [-1.70559, 3.14513, -0.22612], [-0.92294, 3.71461, 1.26549], [2.86604, 0.38836, -1.21511], [3.71570, 1.08350, -1.11096], [2.55968, 0.40435, -2.26852], [3.22688, -0.62447, -0.98749], [0.59827, 2.59474, -1.83401], [-0.44265, 2.86176, -2.05896], [1.00558, 2.10430, -2.72846], [1.15744, 3.53718, -1.68540], [-0.16441, -3.59790, 4.11540], [0.17185, -3.64324, 5.18376], [-1.18963, -4.45356, 3.63908], [-1.61731, -5.19472, 4.33082], [-1.62522, -4.31351, 2.31589], [-2.36469, -5.04248, 1.88462], [-1.04956, -3.27863, 1.53898], [-1.30040, -3.05856, 0.50977], [0.12384, -2.57967, 2.03628], [1.00031, -1.70397, 1.29469], [1.58526, -2.32739, 0.50443], [-0.40368, -1.32396, -1.77101], [0.37228, -3.09491, -2.82804], [0.88228, -4.02467, -2.83016], [0.13671, -2.19601, -3.81852], [0.20316, -2.34433, -4.90106], [-0.32759, -1.02309, -3.20353], [-0.49997, 0.15983, -3.93301], [0.44981, 0.45218, -4.98855], [0.19037, 1.51968, -5.81475], [0.92477, 1.75487, -6.61853], [-0.93781, 2.32421, -5.67129], [-1.16863, 3.44715, -6.60832], [-1.73687, 4.25662, -6.13202], [-1.74120, 3.13466, -7.49546], [-0.22180, 3.86295, -6.97422], [-1.84208, 2.03352, -4.64940], [-2.73384, 2.69019, -4.51321], [-1.66923, 0.98776, -3.78797], [-2.61415, 0.60350, -2.65882], [-2.91338, -0.44733, -2.75604], [-3.49663, 1.23955, -2.71564], [-2.13642, 0.72641, -1.66906], [1.73205, -0.35076, -5.04088], [1.59222, -1.39303, -5.33096], [2.25165, -0.31661, -4.07533], [2.37133, 0.09783, -5.79483], [-2.75221, -0.97748, 4.19147], [-3.34219, -1.04115, 2.75512], [-2.44743, -0.72338, 1.69845], [-1.72932, -0.47806, 0.78661], [-1.82938, -1.56642, 4.28428], [-3.46790, -1.37026, 4.92692], [-2.53064, 0.05888, 4.47862], [-3.75180, -2.04698, 2.56781], [-4.17911, -0.32843, 2.68237]],
  "fmax_ha_per_bohr": 0.1387,
  "spin_multiplicity": 5,
  "charge": -1,
  "homo_ev": [-1.32, -2.91],
  "gap_ev": [4.08, 5.68],
  "s2": 6.08
}